[1]
Below is a cluster of 2 separate species, C3H6O3S in total at a distorted geometry, with properties calculated with ωB97M-V/def2-TZVPD.

## Properties
Net charge: -2
HOMO energy, eV: 0.4480
Energy above the lowest of the compared OMol25 structures with the same formula, charge and spin, eV: 1.2052
Orbital gap, eV: 5.7

Last column: Löwdin charge in e.
Geometry (Å):
O -1.61 0.16 -0.13  -0.1759
C -0.42 -0.37 -0.40  -0.7099
O -0.25 -1.17 -1.31  -0.0929
C 0.82 0.13 0.48  -0.2627
C 0.53 -0.09 2.02  -0.7881
S 2.01 0.37 3.08  -0.1123
H 1.82 -0.42 0.39  0.0723
H 0.96 1.28 0.20  0.1134
H 0.42 -1.23 1.93  0.0516
H -0.42 0.47 2.30  0.0422
H -0.62 0.04 -2.58  0.0145
H -1.91 0.65 -2.70  -0.0182
O -1.33 0.18 -3.28  -0.1340

[2]
Below is the molecule C4H6Br2O at a distorted geometry, with properties calculated with ωB97M-V/def2-TZVPD.

## Properties
Net charge: 0
HOMO energy (spin up / spin down), eV: -9.1145 / -9.1226
Energy above the lowest of the compared OMol25 structures with the same formula, charge and spin, eV: 3.4784
Orbital gap (spin up / spin down), eV: 8.4 / 8.4

Last column: Löwdin charge in e.
Geometry (Å):
C 1.10 0.60 -0.64  -0.4299
C 1.15 -0.12 0.73  -0.6904
C -0.26 0.36 1.06  -0.8336
C -1.35 -0.32 0.47  -0.1665
O 0.55 1.79 -0.27  -0.1792
Br 1.26 -2.06 0.75  0.7055
Br -0.53 1.43 2.45  0.9716
H 2.12 0.86 -1.07  0.1334
H 0.50 -0.01 -1.39  0.1120
H 2.04 0.17 1.27  0.0837
H -1.82 -0.78 1.28  0.0742
H -1.08 -1.01 -0.35  0.0833
H -2.25 0.26 0.13  0.1359